The molecule C7H12. Source: the Open Molecules 2025 dataset; level of theory: the ωB97M-V functional and the def2-TZVPD basis.

Each line ends with the natural charge from an NBO analysis.
CARTESIAN COORDINATES (ANGSTROEM)
C (2.50, 0.30, -0.84)  -0.606
C (-1.02, -0.79, 0.53)  -0.220
C (-1.98, 0.31, 0.92)  -0.366
C (1.21, -0.52, -0.78)  -0.404
C (-1.19, 1.59, 0.92)  -0.140
C (-2.12, -0.36, -0.41)  -0.424
C (0.33, -0.11, 0.39)  -0.323
H (-0.71, 1.66, 1.92)  0.115
H (-2.72, 0.17, 1.71)  0.237
H (2.28, 1.37, -0.96)  0.209
H (0.09, 1.00, 0.20)  0.223
H (-2.93, -1.08, -0.54)  0.220
H (0.88, -0.15, 1.34)  0.213
H (0.64, -0.40, -1.70)  0.205
H (-1.86, 0.22, -1.30)  0.218
H (-1.06, -1.80, 0.93)  0.219
H (3.12, 0.00, -1.69)  0.214
H (3.09, 0.18, 0.07)  0.202
H (1.44, -1.59, -0.69)  0.207

frontier orbital gap: 0.3053 hartree
DFT total energy: -7448.5731 eV
energy relative to the best compared isomer or geometry (same formula, charge and spin): 468.8 kJ/mol
2S+1: 1
HOMO energy: -7.997 eV
maximum force: 0.3 eV Å⁻¹



A structure of composition C25H49Li2O9 at a distorted geometry. Source: the Open Molecules 2025 dataset; level of theory: the ωB97M-V functional and the def2-TZVPD basis.

Each line ends with the Mulliken charge.
CARTESIAN COORDINATES (ANGSTROEM)
O (-1.68, 1.95, 2.79)  -0.576
O (1.50, -1.64, 0.19)  -1.196
O (-0.31, -0.29, -0.22)  -0.644
O (-4.11, 1.00, 0.63)  -0.486
O (1.63, 0.49, 0.38)  -1.064
O (-1.37, -3.05, 2.31)  -0.603
O (1.88, 3.59, -1.70)  -0.515
O (1.75, -4.39, -1.75)  -0.580
O (4.22, -0.03, -1.03)  -0.592
C (3.02, 0.48, -1.55)  -0.557
C (-3.62, 2.20, 1.27)  -0.442
C (-0.53, -3.71, -1.60)  1.287
C (-0.18, 4.08, -0.79)  -0.630
C (-1.24, 1.64, 4.09)  -0.717
C (-2.65, -2.82, 0.43)  -0.986
C (0.97, -0.49, 0.14)  0.444
C (0.81, 4.53, -1.76)  -0.978
C (1.01, -5.61, -1.42)  -0.409
C (4.91, 1.60, -2.46)  -0.773
C (-1.63, -1.68, 0.46)  1.187
C (0.91, -3.30, -1.33)  0.149
C (-2.37, 1.58, -0.69)  0.990
C (-0.45, -5.22, -1.52)  -0.977
C (3.41, 1.57, -2.54)  0.078
C (1.43, 2.34, -1.27)  -1.692
C (-2.63, 2.72, 0.25)  -1.008
C (5.25, 0.94, -1.11)  -0.508
C (-1.01, -1.76, 1.88)  1.432
C (0.03, 2.58, -0.72)  1.939
C (-1.85, -3.84, 1.27)  -0.338
C (-3.75, 0.91, -0.73)  -0.978
C (-0.03, 0.34, 2.75)  -2.089
C (-1.07, 1.04, 1.88)  1.245
C (-0.67, 0.25, 4.07)  -0.185
Li (2.69, 0.28, 1.47)  0.867
Li (2.35, -2.08, 1.20)  0.860
H (2.89, 2.48, -2.22)  -0.076
H (-1.72, 3.13, 0.69)  0.611
H (1.45, 1.58, -2.05)  0.751
H (1.13, -3.03, -0.30)  0.391
H (-1.25, -3.32, -0.88)  -1.116
H (5.25, 1.61, -0.25)  0.200
H (1.09, -2.40, -1.93)  -0.068
H (-0.94, -1.77, -0.38)  0.366
H (-0.30, 0.67, -0.22)  -1.129
H (-3.07, 1.93, 2.17)  0.220
H (-0.52, 1.61, 1.13)  -0.094
H (0.07, 4.47, 0.20)  0.371
H (0.08, -1.67, 1.81)  -0.235
H (-2.45, -4.63, 1.72)  0.348
H (-1.05, -5.66, -0.72)  0.299
H (-0.02, 0.07, 4.93)  0.550
H (-1.41, -1.03, 2.59)  -0.335
H (1.37, -6.32, -2.17)  0.352
H (-0.77, -3.32, -2.59)  0.475
H (0.32, -0.61, 2.32)  0.311
H (-0.70, 2.04, -1.31)  -0.934
H (-0.10, 2.21, 0.29)  -0.623
H (-1.21, 4.37, -1.01)  0.263
H (-1.65, 0.91, -0.22)  -0.008
H (1.28, -5.91, -0.41)  0.212
H (2.32, -0.24, -1.98)  1.020
H (-3.61, -2.61, 0.90)  0.338
H (-2.83, -3.22, -0.57)  0.554
H (6.26, 0.55, -1.07)  0.407
H (-1.92, 1.83, -1.65)  0.941
H (-2.12, -0.72, 0.28)  -0.448
H (-4.42, 2.92, 1.46)  0.426
H (-4.52, 1.42, -1.32)  0.384
H (-0.42, 2.30, 4.37)  0.300
H (5.22, 2.64, -2.58)  0.386
H (-3.72, -0.10, -1.16)  0.326
H (1.21, 5.54, -1.63)  0.367
H (5.50, 1.06, -3.20)  0.311
H (0.85, 0.97, 2.78)  -0.049
H (-3.08, 3.58, -0.24)  0.239
H (2.53, 0.91, -0.67)  0.358
H (-1.04, -4.36, 0.78)  0.189
H (3.15, 1.40, -3.58)  0.291
H (-1.68, 0.27, 1.41)  0.422
H (1.97, 2.03, -0.38)  0.655
H (-0.79, -5.60, -2.48)  0.430
H (-1.51, -0.45, 4.02)  0.258
H (-2.07, 1.71, 4.79)  0.518
H (0.36, 4.56, -2.75)  0.320

frontier orbital gap: 0.2245 hartree
DFT total energy: -45534.0476 eV
energy relative to the best compared isomer or geometry (same formula, charge and spin): 1725.3 kJ/mol
net charge: +1
2S+1: 1
HOMO energy: -11.296 eV
maximum force: 8.1 eV Å⁻¹